# C5H11NOS

2 unconnected molecules or ions with the total composition C5H11NOS at a distorted geometry (wB97M-V/def2-TZVPD, the OMol25 dataset).

Each line ends with the Löwdin charge.
CARTESIAN COORDINATES (ANGSTROEM)
O (2.79, -0.67, -0.22)  0.08
C (2.28, 0.38, -0.33)  -0.43
C (0.97, 0.77, 0.36)  -0.24
C (0.46, -0.46, 1.11)  -0.17
C (-0.97, -0.57, 1.34)  -0.24
S (-2.18, 0.30, 0.53)  1.03
C (-2.16, -0.50, -1.11)  -0.28
N (0.75, 0.73, -1.15)  0.21
H (2.81, 1.31, -0.60)  0.16
H (0.93, 1.74, 0.82)  0.16
H (1.08, -0.59, 2.00)  0.16
H (0.81, -1.30, 0.45)  0.17
H (-1.23, -1.05, 2.29)  0.11
H (1.52, -1.85, -2.71)  0.04
H (-1.25, -0.42, -1.70)  0.03
H (-2.94, -0.09, -1.72)  0.06
H (-2.31, -1.56, -0.98)  0.06
H (1.34, -1.16, -2.88)  0.02
H (-0.16, 1.19, -1.22)  0.07

Values from the calculation:
total charge	+1
multiplicity	2
⟨S²⟩	0.754
relative energy (zero: lowest compared OMol25 entry of this formula, charge and spin)	137.53	kcal per mole
orbital gap (alpha / beta)	5.99 / 5.95	eV
LUMO level (alpha / beta)	-0.270 / -0.270	hartree
E_tot	-19721.7024	eV

---

# C47H37F13IN4O12S

7 unconnected molecules or ions with the total composition C47H37F13IN4O12S at a distorted geometry (wB97M-V/def2-TZVPD, the OMol25 dataset).

Each line ends with the Löwdin charge.
CARTESIAN COORDINATES (ANGSTROEM)
C (3.32, -1.89, -0.81)  -0.14
C (3.82, -1.04, -2.12)  -0.27
C (4.74, 0.30, -1.73)  -0.67
I (6.83, 0.10, -2.33)  0.92
N (4.04, 1.47, -2.44)  -0.15
C (3.87, 1.74, -3.94)  0.06
N (3.07, 3.04, -4.15)  0.09
C (2.72, 3.59, -2.79)  -0.18
N (2.01, 4.70, -2.38)  0.03
C (1.71, 5.12, -0.96)  -0.13
C (1.02, 3.98, -0.02)  -0.06
C (-0.64, 4.16, 0.14)  -0.18
F (-0.99, 5.61, 0.36)  0.00
F (-0.99, 3.46, 1.39)  0.01
C (-1.39, 3.65, -1.21)  -0.08
F (-0.44, 2.95, -2.16)  0.02
F (-1.80, 4.89, -1.96)  0.02
C (-2.79, 2.81, -0.98)  -0.13
F (-3.55, 2.96, -2.27)  0.04
F (-3.58, 3.51, 0.05)  0.07
C (-2.51, 1.23, -0.77)  -0.19
F (-2.27, 0.66, -2.15)  0.02
F (-1.25, 0.90, -0.02)  0.01
S (-3.86, 0.20, -0.01)  1.09
F (-2.61, -0.86, 0.60)  -0.20
F (-3.82, 0.99, 1.50)  -0.17
F (-5.15, 1.13, -0.63)  -0.17
F (-3.85, -0.82, -1.44)  -0.19
F (-5.03, -0.87, 0.64)  -0.18
N (3.38, 2.58, -1.88)  0.07
H (2.96, -1.22, 0.10)  0.08
H (2.37, -2.53, -1.13)  0.10
H (4.10, -2.69, -0.41)  0.10
H (4.39, -1.79, -2.82)  0.10
H (2.85, -0.72, -2.71)  0.12
H (4.61, 0.50, -0.57)  0.11
H (4.28, 1.08, -4.81)  0.16
H (1.64, 5.33, -3.16)  0.19
H (2.75, 5.41, -0.44)  0.15
H (1.10, 6.14, -1.02)  0.16
H (1.30, 2.87, -0.28)  0.12
H (1.44, 4.16, 1.08)  0.15
H (3.39, 2.54, -0.83)  0.16
C (9.94, -2.13, -0.20)  0.01
C (10.73, -2.72, 0.70)  0.03
C (12.00, -3.36, 0.30)  -0.37
O (12.73, -3.91, 1.12)  0.11
C (12.36, -3.33, -1.13)  0.02
C (11.57, -2.73, -2.03)  0.01
C (10.31, -2.09, -1.64)  -0.38
O (9.58, -1.55, -2.46)  -0.02
H (9.01, -1.65, 0.07)  0.11
H (10.48, -2.76, 1.75)  0.12
H (13.30, -3.80, -1.41)  0.12
H (11.83, -2.70, -3.09)  0.12
C (1.16, 1.94, 5.42)  0.02
C (0.56, 2.85, 6.18)  0.03
C (-0.89, 3.09, 6.09)  -0.38
O (-1.45, 3.93, 6.78)  0.11
C (-1.66, 2.26, 5.13)  0.03
C (-1.05, 1.35, 4.37)  0.02
C (0.40, 1.11, 4.46)  -0.39
O (0.96, 0.27, 3.76)  0.08
H (2.23, 1.75, 5.47)  0.12
H (1.11, 3.46, 6.89)  0.13
H (-2.72, 2.45, 5.07)  0.13
H (-1.60, 0.74, 3.65)  0.12
C (15.99, -0.91, -2.08)  0.03
C (16.76, 0.19, -2.00)  0.03
C (16.47, 1.38, -2.82)  -0.38
O (17.17, 2.38, -2.75)  0.11
C (15.32, 1.32, -3.74)  0.03
C (14.55, 0.22, -3.82)  0.02
C (14.83, -0.97, -3.00)  -0.36
O (14.14, -1.97, -3.07)  0.08
H (16.19, -1.79, -1.49)  0.12
H (17.61, 0.25, -1.34)  0.13
H (15.12, 2.20, -4.33)  0.12
H (13.70, 0.16, -4.48)  0.12
C (-8.44, 0.91, 1.89)  0.00
C (-7.93, -0.32, 1.92)  0.00
C (-8.69, -1.46, 2.46)  -0.37
O (-8.22, -2.59, 2.49)  0.08
C (-10.05, -1.18, 2.97)  0.03
C (-10.57, 0.05, 2.94)  0.03
C (-9.80, 1.19, 2.40)  -0.39
O (-10.27, 2.31, 2.37)  0.09
H (-7.90, 1.76, 1.49)  0.12
H (-6.93, -0.54, 1.55)  0.09
H (-10.60, -2.03, 3.37)  0.09
H (-11.56, 0.26, 3.31)  0.13
C (-10.42, -0.14, -3.60)  0.03
C (-10.47, -0.62, -2.36)  0.03
C (-9.41, -0.31, -1.37)  -0.34
O (-9.46, -0.75, -0.23)  0.11
C (-8.30, 0.56, -1.82)  0.03
C (-8.25, 1.04, -3.06)  0.03
C (-9.31, 0.73, -4.05)  -0.38
O (-9.26, 1.17, -5.19)  0.11
H (-11.18, -0.36, -4.34)  0.13
H (-11.28, -1.25, -2.01)  0.13
H (-7.54, 0.78, -1.08)  0.09
H (-7.44, 1.68, -3.40)  0.12
C (-9.76, -5.21, 2.33)  0.03
C (-9.24, -6.44, 2.36)  0.03
C (-10.00, -7.58, 2.91)  -0.38
O (-9.53, -8.71, 2.94)  0.10
C (-11.36, -7.31, 3.42)  0.02
C (-11.88, -6.08, 3.39)  0.02
C (-11.12, -4.94, 2.84)  -0.36
O (-11.59, -3.81, 2.81)  0.08
H (-9.21, -4.37, 1.94)  0.09
H (-8.25, -6.66, 1.99)  0.12
H (-11.91, -8.16, 3.81)  0.12
H (-12.88, -5.86, 3.76)  0.12

Values from the calculation:
total charge	+1
relative energy (zero: lowest compared OMol25 entry of this formula, charge and spin)	182.18	kcal per mole
orbital gap	6.15	eV
LUMO level	-0.178	hartree
E_tot	-134105.0990	eV

---

# C28H79BHgO10

A molecular structure, C28H79BHgO10 at a distorted geometry (wB97M-V/def2-TZVPD, the OMol25 dataset).

Each line ends with the Löwdin charge.
CARTESIAN COORDINATES (ANGSTROEM)
Hg (-2.01, -0.49, -2.80)  1.30
B (-3.44, 1.23, -1.88)  -0.38
H (-3.85, 2.09, -1.36)  -0.01
H (-4.10, 1.02, -2.71)  -0.03
H (-2.45, 1.46, -2.23)  -0.07
H (-3.39, 0.38, -1.22)  -0.05
C (0.03, 0.42, -0.35)  -0.08
O (-0.49, -0.69, -1.03)  -0.15
H (-0.12, 0.38, 0.73)  0.10
H (1.10, 0.56, -0.49)  0.12
H (-0.38, 1.36, -0.72)  0.08
C (2.34, 3.81, 0.07)  -0.04
C (1.56, 4.57, 1.18)  -0.44
C (1.79, 4.12, 2.65)  -0.05
O (1.95, 5.96, 1.05)  -0.05
H (1.82, 3.95, -0.87)  0.06
H (2.31, 2.74, 0.28)  0.06
H (3.31, 4.30, 0.02)  0.09
H (0.50, 4.38, 1.05)  0.10
H (2.84, 4.13, 2.95)  0.08
H (1.49, 3.09, 2.83)  0.04
H (1.19, 4.64, 3.39)  0.08
H (2.89, 6.01, 1.25)  0.08
C (3.77, -0.09, -2.56)  -0.04
C (3.41, -0.53, -4.02)  -0.43
C (4.10, -1.84, -4.31)  -0.04
O (2.00, -0.73, -4.09)  -0.08
H (3.10, 0.69, -2.22)  0.06
H (4.79, 0.27, -2.43)  0.09
H (3.53, -0.92, -1.90)  0.05
H (3.71, 0.35, -4.60)  0.14
H (3.77, -2.26, -5.26)  0.09
H (3.83, -2.61, -3.58)  0.06
H (5.18, -1.83, -4.14)  0.09
H (1.82, -1.37, -3.40)  0.04
C (-0.90, 1.12, 4.05)  -0.04
C (-1.68, 0.23, 5.09)  -0.48
C (-0.73, -0.56, 6.01)  -0.04
O (-2.54, 0.99, 5.89)  -0.03
H (-0.27, 0.53, 3.39)  0.05
H (-0.25, 1.81, 4.59)  0.08
H (-1.56, 1.78, 3.48)  0.04
H (-2.36, -0.42, 4.54)  0.12
H (0.01, -1.17, 5.48)  0.05
H (-1.32, -1.29, 6.57)  0.08
H (-0.16, 0.11, 6.66)  0.08
H (-2.12, 1.85, 6.02)  0.09
C (2.01, -4.67, -1.91)  -0.01
C (1.60, -3.44, -1.13)  -0.57
C (2.59, -3.02, -0.11)  -0.04
O (1.35, -2.50, -2.04)  -0.04
H (1.12, -5.16, -2.31)  0.09
H (2.40, -5.41, -1.21)  0.09
H (2.77, -4.34, -2.62)  0.08
H (0.68, -3.75, -0.63)  0.13
H (3.56, -3.00, -0.62)  0.09
H (2.72, -3.80, 0.63)  0.10
H (2.44, -2.04, 0.35)  0.06
H (0.90, -1.75, -1.64)  0.05
C (3.15, -2.13, 4.29)  -0.02
C (3.81, -1.29, 3.20)  -0.51
C (3.02, -0.20, 2.49)  -0.06
O (5.01, -0.74, 3.68)  -0.03
H (2.16, -2.44, 3.95)  0.05
H (3.12, -1.58, 5.24)  0.09
H (3.74, -3.04, 4.37)  0.09
H (4.06, -1.99, 2.40)  0.12
H (2.67, 0.54, 3.20)  0.08
H (2.20, -0.74, 2.02)  0.03
H (3.54, 0.35, 1.71)  0.08
H (4.74, -0.14, 4.39)  0.09
C (0.11, 3.10, -3.43)  -0.03
C (-0.44, 2.07, -4.44)  -0.49
C (0.23, 2.18, -5.76)  -0.04
O (-0.31, 0.78, -3.89)  -0.13
H (-0.41, 3.00, -2.48)  0.05
H (0.01, 4.11, -3.83)  0.10
H (1.16, 2.90, -3.22)  0.08
H (-1.50, 2.27, -4.59)  0.15
H (1.30, 1.97, -5.69)  0.09
H (0.17, 3.20, -6.16)  0.10
H (-0.17, 1.40, -6.40)  0.10
H (0.58, 0.51, -4.12)  0.05
C (-2.28, 3.27, 1.33)  -0.05
C (-2.98, 4.49, 0.74)  -0.50
C (-2.16, 5.39, -0.17)  -0.04
O (-4.09, 4.04, 0.04)  -0.04
H (-2.95, 2.60, 1.87)  0.08
H (-1.55, 3.54, 2.09)  0.07
H (-1.88, 2.73, 0.47)  0.06
H (-3.32, 5.06, 1.60)  0.14
H (-1.49, 4.80, -0.80)  0.06
H (-1.59, 6.06, 0.46)  0.08
H (-2.71, 5.94, -0.93)  0.09
H (-3.79, 3.37, -0.58)  0.02
C (-2.63, -3.46, 2.39)  -0.02
C (-1.52, -2.64, 1.81)  -0.47
C (-0.09, -2.95, 2.24)  -0.03
O (-1.58, -2.78, 0.41)  -0.08
H (-2.96, -3.09, 3.36)  0.09
H (-2.36, -4.52, 2.45)  0.09
H (-3.52, -3.46, 1.77)  0.07
H (-1.73, -1.58, 1.98)  0.13
H (0.02, -2.91, 3.32)  0.08
H (0.61, -2.22, 1.84)  0.05
H (0.22, -3.96, 1.97)  0.10
H (-1.07, -2.06, 0.03)  0.03
C (-4.81, -2.91, -3.21)  -0.06
C (-4.44, -2.92, -1.78)  -0.48
C (-4.38, -4.37, -1.27)  -0.02
O (-3.19, -2.30, -1.73)  -0.13
H (-5.85, -3.22, -3.25)  0.10
H (-4.12, -3.53, -3.78)  0.10
H (-4.86, -1.94, -3.71)  0.08
H (-5.11, -2.27, -1.22)  0.15
H (-5.24, -4.95, -1.60)  0.09
H (-4.44, -4.52, -0.19)  0.07
H (-3.55, -4.92, -1.71)  0.09
H (-2.70, -2.55, -0.94)  0.04

Values from the calculation:
total charge	+1
multiplicity	2
⟨S²⟩	0.755
orbital gap (alpha / beta)	6.50 / 4.24	eV
LUMO level (alpha / beta)	-0.195 / -0.278	hartree
E_tot	-55629.0879	eV

---

# CH6BN

CH6BN in the gas phase at a distorted geometry (wB97M-V/def2-TZVPD, the OMol25 dataset).

Each line ends with the Löwdin charge.
CARTESIAN COORDINATES (ANGSTROEM)
B (-0.80, 0.42, -1.05)  -0.11
C (0.64, -0.46, 0.72)  -0.21
N (0.00, 0.60, 0.12)  -0.08
H (-1.74, 1.07, -1.30)  0.00
H (-0.55, -0.40, -1.87)  0.02
H (1.20, -0.12, 1.59)  0.08
H (-0.07, -1.31, 0.99)  0.09
H (1.36, -1.11, 0.01)  0.12
H (-0.04, 1.32, 0.79)  0.08

Values from the calculation:
relative energy (zero: lowest compared OMol25 entry of this formula, charge and spin)	37.50	kcal per mole
SMILES	BNC
orbital gap	10.39	eV
LUMO level	0.031	hartree
E_tot	-3300.3230	eV

---

# C4H43NO16

17 unconnected molecules or ions with the total composition C4H43NO16 at a distorted geometry (wB97M-V/def2-TZVPD, the OMol25 dataset).

Each line ends with the Löwdin charge.
CARTESIAN COORDINATES (ANGSTROEM)
C (1.34, 1.29, -0.06)  -0.24
N (0.78, 0.05, -0.70)  -0.11
C (-0.49, -0.37, -0.06)  -0.24
C (-1.72, 0.11, -0.92)  -0.06
C (2.47, 1.79, -1.01)  -0.10
H (0.57, 2.12, 0.20)  0.10
H (1.89, 0.99, 0.98)  0.13
H (0.84, 0.27, -1.76)  0.11
H (-0.37, -1.43, 0.00)  0.07
H (-0.62, 0.08, 1.00)  0.12
H (-2.52, 0.50, -0.30)  0.03
H (-1.50, 0.89, -1.64)  0.04
H (-2.12, -0.81, -1.45)  0.08
H (2.57, 1.23, -1.97)  0.04
H (3.44, 1.80, -0.59)  0.05
H (2.24, 2.83, -1.30)  0.06
H (-2.28, 3.07, -1.93)  0.11
H (-1.74, 2.98, -0.46)  -0.06
O (-1.49, 3.09, -1.33)  -0.08
H (1.66, -3.21, -1.82)  0.09
H (2.44, -3.31, -3.29)  0.08
O (1.68, -2.91, -2.86)  -0.12
H (2.77, -1.79, 1.41)  0.08
H (1.86, -1.14, 0.58)  0.06
O (1.83, -1.87, 1.27)  -0.06
H (0.17, -3.05, -3.38)  0.04
H (-1.10, -2.14, -3.78)  0.05
O (-0.86, -2.97, -3.31)  -0.13
H (0.07, 3.65, -0.86)  0.06
H (0.02, 5.05, -0.28)  0.06
O (0.49, 4.22, -0.06)  -0.14
H (-0.53, -1.50, 3.10)  0.08
H (0.46, -2.24, 2.30)  -0.04
O (-0.25, -2.44, 2.85)  -0.04
H (1.78, 1.56, -3.81)  0.03
H (0.56, 2.36, -3.11)  0.02
O (0.87, 1.58, -3.55)  -0.03
H (0.55, 1.18, 3.73)  0.01
H (1.84, 1.55, 4.55)  0.04
O (1.38, 1.74, 3.73)  -0.09
H (0.44, -4.06, -0.42)  0.03
H (1.65, -3.36, 0.25)  -0.02
O (1.46, -3.98, -0.43)  -0.07
H (-2.47, -3.52, 0.86)  0.01
H (-1.62, -3.27, 2.26)  0.05
O (-2.44, -3.10, 1.70)  -0.08
H (2.65, -1.50, -2.77)  -0.06
H (2.57, -0.40, -3.81)  -0.03
O (3.05, -0.77, -3.15)  0.01
H (-1.39, 1.68, 4.07)  -0.01
H (-1.89, 0.35, 3.63)  0.02
O (-1.14, 0.81, 4.07)  -0.03
H (-1.23, -5.12, -1.27)  0.02
H (-1.09, -3.46, -1.49)  0.09
O (-1.01, -4.32, -0.93)  -0.03
H (-0.17, 4.51, 1.96)  0.00
H (-0.01, 3.43, 3.00)  0.02
O (-0.65, 4.01, 2.59)  -0.02
H (-2.21, -1.35, 1.96)  0.10
H (-3.27, -0.08, 1.59)  0.05
O (-2.54, -0.34, 2.19)  -0.15
H (-2.99, 2.34, 1.50)  0.11
H (-2.04, 3.52, 1.55)  -0.01
O (-2.70, 3.17, 0.95)  -0.08

Values from the calculation:
relative energy (zero: lowest compared OMol25 entry of this formula, charge and spin)	69.88	kcal per mole
orbital gap	8.84	eV
LUMO level	0.007	hartree
E_tot	-39094.5530	eV

---

# C5H13NOSi

2 unconnected molecules or ions with the total composition C5H13NOSi at a distorted geometry (wB97M-V/def2-TZVPD, the OMol25 dataset).

Each line ends with the Löwdin charge.
CARTESIAN COORDINATES (ANGSTROEM)
C (3.04, -1.47, -0.46)  -0.05
C (2.05, 0.27, -1.94)  -0.09
C (-3.06, -1.17, 0.08)  -0.13
C (0.19, -0.02, 2.42)  -0.22
C (-0.75, 1.85, -0.14)  -0.20
N (2.14, -0.76, -0.84)  -0.14
O (-1.96, -0.77, 0.88)  -0.33
Si (-0.66, 0.09, 0.67)  0.59
H (4.07, -1.74, -0.98)  0.07
H (2.38, 1.20, -1.49)  0.08
H (1.07, 0.26, -2.23)  0.02
H (2.73, 0.01, -2.75)  0.07
H (-2.51, -1.53, -0.81)  0.08
H (-3.81, -0.42, -0.18)  0.08
H (-3.62, -2.02, 0.54)  0.09
H (1.22, 0.46, 2.51)  0.03
H (-0.59, 0.47, 3.05)  0.01
H (0.25, -1.16, 2.69)  0.05
H (-1.58, 2.53, 0.00)  0.02
H (0.18, 2.27, 0.12)  0.00
H (-0.77, 1.64, -1.15)  -0.03

Values from the calculation:
relative energy (zero: lowest compared OMol25 entry of this formula, charge and spin)	133.49	kcal per mole
orbital gap (alpha / beta)	6.14 / 7.89	eV
LUMO level (alpha / beta)	0.006 / 0.016	hartree
E_tot	-16806.7303	eV

---

# C6H10O

2 unconnected molecules or ions with the total composition C6H10O at a distorted geometry (wB97M-V/def2-TZVPD, the OMol25 dataset).

Each line ends with the Löwdin charge.
CARTESIAN COORDINATES (ANGSTROEM)
C (1.90, -0.61, 0.05)  0.01
C (0.68, -0.09, 0.13)  -0.37
C (-1.02, 0.29, -1.49)  -0.03
C (-1.61, 0.43, -0.13)  -0.26
C (-0.59, -0.63, -0.35)  -0.22
O (-1.07, 1.43, 0.68)  -0.07
C (0.34, 1.25, 0.74)  -0.13
H (2.23, -1.28, -0.74)  0.07
H (0.53, -1.90, 1.49)  0.07
H (2.67, -0.22, 0.71)  0.07
H (-0.37, 1.11, -1.82)  0.12
H (-1.47, -0.28, -2.28)  0.10
H (-2.67, 0.25, 0.04)  0.15
H (-0.83, -1.69, -0.41)  0.14
H (-0.15, -1.66, 1.71)  0.08
H (0.83, 2.05, 0.17)  0.13
H (0.68, 1.30, 1.78)  0.13

Values from the calculation:
relative energy (zero: lowest compared OMol25 entry of this formula, charge and spin)	77.62	kcal per mole
SMILES	C=C1CO[C@H]2C[C@@H]12.[H][H]
orbital gap	9.73	eV
LUMO level	0.039	hartree
E_tot	-8427.8743	eV

---

# C2H7N4S

A gas-phase ion, C2H7N4S (charge +1) at a distorted geometry (wB97M-V/def2-TZVPD, the OMol25 dataset).

Each line ends with the Löwdin charge.
CARTESIAN COORDINATES (ANGSTROEM)
C (-0.58, -0.83, -0.49)  -0.47
C (-1.23, -0.49, 0.82)  -0.34
N (-0.84, -1.83, -1.22)  0.25
N (0.13, 0.28, -0.97)  0.12
N (1.27, 0.24, -1.48)  0.19
N (0.48, 1.41, 1.45)  -0.34
S (0.08, -0.11, 2.10)  0.86
H (-1.75, 0.39, 0.83)  0.05
H (-1.82, -1.31, 1.09)  0.08
H (-0.35, -1.99, -2.11)  0.10
H (1.34, 0.73, -2.38)  0.18
H (2.05, -0.38, -1.06)  0.22
H (1.38, 1.67, 1.80)  0.03
H (-0.14, 2.21, 1.64)  0.07

Values from the calculation:
total charge	+1
relative energy (zero: lowest compared OMol25 entry of this formula, charge and spin)	76.67	kcal per mole
SMILES	[H]/N=C(/CSN)N=[NH2+]
orbital gap (alpha / beta)	5.93 / 5.93	eV
LUMO level (alpha / beta)	-0.251 / -0.251	hartree
E_tot	-18972.4268	eV